No. 1
2 unconnected molecules or ions with the total composition C5H14OSi3 in a non-equilibrium geometry, computed with ωB97M-V/def2-TZVPD.

Positions of all 23 atoms, in Å:
Si  0.577  -3.501  1.584
Si  -0.511  -0.435  1.582
Si  -0.599  0.136  -0.642
O  0.257  -1.923  1.691
C  -0.600  2.130  -2.531
C  0.680  1.345  -2.648
C  -1.313  1.799  -1.197
C  0.774  0.721  2.621
C  0.881  0.314  -1.864
H  1.707  0.436  2.293
H  -0.677  -4.104  1.212
H  -1.921  -0.794  2.121
H  -0.435  3.115  -2.601
H  1.808  -3.519  0.817
H  0.652  0.590  3.602
H  1.518  1.513  -3.364
H  0.726  1.882  2.325
H  -2.409  1.933  -1.038
H  1.724  -0.212  -1.978
H  -1.602  -1.963  -0.986
H  -1.184  1.853  -3.292
H  0.935  -3.972  2.803
H  -0.988  2.656  -0.506

total charge: 0
orbital gap: 8.590 eV
energy above the lowest of the compared OMol25 structures with the same formula, charge and spin: 316.8 kJ/mol
HOMO level: -8.38 eV

What are the Mulliken partial charges on each atom? They are as follows, in elementary charge units: number 1, Si, carries 0.29; number 2, Si, carries 0.38; number 3, Si, carries -0.18; number 4, O, carries 0.15; number 5, C, carries -0.94; number 6, C, carries -0.17; number 7, C, carries -0.65; number 8, C, carries -1.10; number 9, C, carries -0.61; number 10, H, carries 0.33; number 11, H, carries -0.11; number 12, H, carries -0.12; number 13, H, carries 0.46; number 14, H, carries -0.14; number 15, H, carries 0.39; number 16, H, carries 0.30; number 17, H, carries 0.28; number 18, H, carries 0.43; number 19, H, carries 0.61; number 20, H, carries -0.11; number 21, H, carries 0.38; number 22, H, carries -0.18; number 23, H, carries 0.29

No. 2
2 unconnected molecules or ions with the total composition C3H7ClO3P in a non-equilibrium geometry, computed with ωB97M-V/def2-TZVPD.

Positions of all 15 atoms, in Å:
Cl  3.644  -1.269  -0.191
P  2.713  0.588  -0.091
O  0.482  -0.577  0.811
O  3.193  1.326  1.110
O  2.394  1.131  -1.387
C  -1.494  -1.343  -0.337
C  -0.529  -0.235  -0.012
C  -1.145  1.173  0.448
H  -1.922  -1.819  0.609
H  -1.879  1.444  -0.246
H  -2.301  -0.928  -1.146
H  -1.043  -2.224  -0.709
H  0.032  -0.089  -0.963
H  -1.762  1.007  1.455
H  -0.381  1.813  0.649

total charge: -1
orbital gap (alpha / beta): 7.310 / 7.306 eV
energy above the lowest of the compared OMol25 structures with the same formula, charge and spin: 281.4 kJ/mol
HOMO level (alpha / beta): -4.12 / -4.11 eV

What are the Mulliken partial charges on each atom? They are as follows, in elementary charge units: number 1, Cl, carries -0.25; number 2, P, carries 0.97; number 3, O, carries -0.81; number 4, O, carries -0.56; number 5, O, carries -0.52; number 6, C, carries -1.27; number 7, C, carries 0.68; number 8, C, carries -1.17; number 9, H, carries 0.29; number 10, H, carries 0.37; number 11, H, carries 0.22; number 12, H, carries 0.37; number 13, H, carries 0.13; number 14, H, carries 0.22; number 15, H, carries 0.32

No. 3
2 unconnected molecules or ions with the total composition C28H31N4OS2 in a non-equilibrium geometry, computed with ωB97M-V/def2-TZVPD.

Positions of all 66 atoms, in Å:
S  -1.104  -3.092  2.559
S  1.551  -4.260  3.010
O  0.447  -8.482  2.379
N  1.240  -1.856  1.757
N  0.602  -7.294  1.781
N  -2.417  7.104  -4.015
N  -1.549  1.193  -0.360
C  -2.074  4.718  -2.625
C  -1.396  3.552  -0.534
C  -1.401  -5.888  2.149
C  -1.585  -4.505  1.507
C  3.743  -0.533  4.250
C  1.885  -3.327  -0.136
C  -1.441  4.947  -3.870
C  -2.549  8.373  -4.741
C  3.322  0.772  4.301
C  1.989  -1.000  2.681
C  -0.645  -6.909  1.206
C  2.249  1.219  3.569
C  -1.247  2.404  0.185
C  3.711  -1.531  -1.001
C  -1.981  1.111  -1.652
C  -2.911  5.751  -2.134
C  1.593  0.312  2.765
C  2.031  -2.158  0.591
C  -3.065  6.909  -2.833
C  2.627  -3.599  -1.249
C  -2.140  2.229  -2.411
C  3.068  -1.410  3.426
C  -1.865  3.509  -1.871
C  -1.431  -0.036  0.434
C  3.564  -2.701  -1.705
C  -1.621  6.124  -4.530
C  0.707  -3.027  2.414
C  2.955  -1.256  0.112
H  -3.251  9.017  -4.221
H  4.450  -0.807  -1.333
H  3.133  -0.293  0.580
H  -1.136  6.333  -5.473
H  -3.443  5.634  -1.200
H  -2.914  8.166  -5.745
H  -3.695  7.710  -2.476
H  0.759  0.639  2.155
H  1.157  -4.062  0.195
H  4.603  -0.887  4.805
H  3.422  -2.435  3.368
H  4.178  -2.890  -2.578
H  -1.145  4.494  -0.066
H  -2.629  -4.342  1.231
H  2.510  -4.515  -1.821
H  -0.786  4.203  -4.305
H  -0.984  -4.446  0.595
H  -2.423  -0.475  0.534
H  -2.355  -6.352  2.423
H  3.875  1.468  4.928
H  -0.893  2.414  1.205
H  -1.035  0.196  1.414
H  1.307  -8.702  2.766
H  -0.756  -0.719  -0.082
H  -1.260  -7.793  0.995
H  -0.816  -5.856  3.070
H  1.943  2.258  3.608
H  -1.571  8.851  -4.780
H  -0.405  -6.419  0.252
H  -2.503  2.121  -3.424
H  -2.200  0.123  -2.030

total charge: +1
orbital gap: 1.218 eV
HOMO level: -6.39 eV

What are the Mulliken partial charges on each atom? They are as follows, in elementary charge units: number 1, S, carries -0.18; number 2, S, carries -0.12; number 3, O, carries -0.35; number 4, N, carries 0.89; number 5, N, carries -0.14; number 6, N, carries 0.03; number 7, N, carries 0.15; number 8, C, carries 0.54; number 9, C, carries -0.85; number 10, C, carries -0.60; number 11, C, carries -0.63; number 12, C, carries -1.06; number 13, C, carries -0.16; number 14, C, carries -0.71; number 15, C, carries -0.94; number 16, C, carries -0.36; number 17, C, carries -0.58; number 18, C, carries -0.56; number 19, C, carries -0.81; number 20, C, carries -0.07; number 21, C, carries -0.72; number 22, C, carries -0.26; number 23, C, carries -0.88; number 24, C, carries 0.61; number 25, C, carries 0.98; number 26, C, carries -0.04; number 27, C, carries -0.90; number 28, C, carries -0.78; number 29, C, carries -0.05; number 30, C, carries 0.67; number 31, C, carries -1.27; number 32, C, carries -0.51; number 33, C, carries -0.35; number 34, C, carries -0.04; number 35, C, carries -0.27; number 36, H, carries 0.27; number 37, H, carries 0.38; number 38, H, carries 0.41; number 39, H, carries 0.44; number 40, H, carries 0.46; number 41, H, carries 0.36; number 42, H, carries 0.36; number 43, H, carries -0.16; number 44, H, carries 0.02; number 45, H, carries 0.41; number 46, H, carries 0.40; number 47, H, carries 0.41; number 48, H, carries 0.47; number 49, H, carries 0.45; number 50, H, carries 0.40; number 51, H, carries 0.46; number 52, H, carries 0.15; number 53, H, carries 0.38; number 54, H, carries 0.43; number 55, H, carries 0.37; number 56, H, carries 0.44; number 57, H, carries 0.32; number 58, H, carries 0.38; number 59, H, carries 0.47; number 60, H, carries 0.42; number 61, H, carries 0.44; number 62, H, carries 0.42; number 63, H, carries 0.36; number 64, H, carries 0.34; number 65, H, carries 0.46; number 66, H, carries 0.44

No. 4
2 unconnected molecules or ions with the total composition C19H35INO10P2S in a non-equilibrium geometry, computed with ωB97M-V/def2-TZVPD.

Positions of all 69 atoms, in Å:
I  2.599  -0.184  -3.722
S  3.731  -1.415  1.154
P  3.895  -0.748  -1.711
P  0.090  0.429  2.743
O  0.948  0.977  4.200
O  -4.277  -3.385  3.708
O  -3.646  -2.133  -5.448
O  -4.093  -2.157  5.642
O  -0.535  1.948  2.072
O  5.607  5.838  2.839
O  5.699  5.954  0.335
O  -1.523  -2.311  -6.752
O  3.885  -2.522  -1.621
O  -2.815  -1.748  3.779
N  1.365  -0.264  1.708
C  0.345  0.179  -0.792
C  5.910  4.540  -0.095
C  3.296  1.439  0.367
C  -1.911  -1.053  -3.804
C  -5.324  -4.167  4.296
C  -3.230  -0.528  -7.548
C  6.227  6.182  1.690
C  -3.488  -1.212  -4.290
C  3.089  -0.122  -0.098
C  -1.817  -0.757  -2.194
C  4.461  3.789  0.066
C  -2.256  -0.627  4.460
C  4.430  2.247  -0.558
C  -6.638  -3.404  4.291
C  1.504  -0.409  0.207
C  -2.718  -1.751  -6.532
C  -3.757  -2.413  4.495
C  2.437  -0.772  2.400
C  -0.355  -1.155  -1.518
H  2.975  -2.873  -1.852
H  2.672  -0.868  3.543
H  -1.875  -0.910  5.447
H  3.539  4.389  -0.333
H  4.166  2.221  -1.709
H  -3.005  0.165  4.547
H  0.373  -1.704  -2.251
H  5.493  1.784  -0.396
H  -1.988  0.383  -1.956
H  -4.155  -1.678  -3.424
H  6.192  4.510  -1.241
H  -3.957  -0.168  -4.550
H  6.758  4.117  0.610
H  -5.046  -4.489  5.306
H  -1.420  -0.250  3.865
H  2.251  1.984  0.270
H  -5.426  -5.071  3.686
H  4.283  3.647  1.237
H  -7.452  -4.037  4.656
H  -3.340  0.455  -6.920
H  -6.879  -3.061  3.280
H  -1.489  -0.118  -4.408
H  1.433  1.807  3.853
H  0.087  2.153  1.303
H  -6.583  -2.515  4.925
H  1.409  -1.592  0.079
H  -2.394  -0.427  -8.378
H  0.734  0.968  -1.573
H  -1.274  -1.982  -4.121
H  -2.709  -1.362  -1.684
H  -0.559  0.712  -0.226
H  7.264  6.754  1.805
H  3.668  1.557  1.481
H  -4.262  -0.860  -7.990
H  -0.619  -1.927  -0.647

total charge: +1
orbital gap: 7.018 eV
HOMO level: -12.18 eV

What are the Mulliken partial charges on each atom? They are as follows, in elementary charge units: number 1, I, carries 0.04; number 2, S, carries 0.02; number 3, P, carries 0.17; number 4, P, carries 0.78; number 5, O, carries -0.53; number 6, O, carries -0.34; number 7, O, carries -0.36; number 8, O, carries -0.55; number 9, O, carries -0.56; number 10, O, carries -0.45; number 11, O, carries -0.31; number 12, O, carries -0.52; number 13, O, carries -0.50; number 14, O, carries -0.27; number 15, N, carries 0.37; number 16, C, carries -0.28; number 17, C, carries -0.47; number 18, C, carries -0.40; number 19, C, carries -0.39; number 20, C, carries -0.15; number 21, C, carries -0.73; number 22, C, carries 0.18; number 23, C, carries -0.46; number 24, C, carries 0.52; number 25, C, carries -0.65; number 26, C, carries -0.45; number 27, C, carries -0.16; number 28, C, carries -0.47; number 29, C, carries -1.09; number 30, C, carries -1.10; number 31, C, carries 0.58; number 32, C, carries 0.68; number 33, C, carries -0.03; number 34, C, carries -0.31; number 35, H, carries 0.35; number 36, H, carries 0.41; number 37, H, carries 0.35; number 38, H, carries 0.25; number 39, H, carries 0.31; number 40, H, carries 0.37; number 41, H, carries 0.10; number 42, H, carries 0.31; number 43, H, carries 0.28; number 44, H, carries 0.34; number 45, H, carries 0.27; number 46, H, carries 0.23; number 47, H, carries 0.32; number 48, H, carries 0.31; number 49, H, carries -0.77; number 50, H, carries 0.01; number 51, H, carries 0.28; number 52, H, carries 0.21; number 53, H, carries 0.35; number 54, H, carries 0.23; number 55, H, carries 0.29; number 56, H, carries 0.21; number 57, H, carries 0.35; number 58, H, carries 0.36; number 59, H, carries 0.31; number 60, H, carries 0.44; number 61, H, carries 0.28; number 62, H, carries 0.13; number 63, H, carries 0.32; number 64, H, carries 0.31; number 65, H, carries 0.46; number 66, H, carries 0.33; number 67, H, carries 0.34; number 68, H, carries 0.29; number 69, H, carries 0.26